(1)
The following is a quantum chemistry calculation of C23H46BBaFN2NbO3 as an isolated structure in a non-equilibrium geometry, from OMol25.

## Properties
LUMO level: -6.327 eV
M: 658.676 g/mol
Calculated total energy: -39341.246 eV
Charge: +1
HOMO-LUMO gap: 1.29 eV

Geometry (Å):
1 C -4.726 -0.661 4.722
2 C -3.800 -1.217 3.544
3 C -3.848 -2.788 3.446
4 C -2.515 -3.425 2.813
5 C -2.794 -4.103 1.397
6 C -1.461 -4.329 0.548
7 C -1.621 -3.939 -0.990
8 C -0.297 -3.317 -1.631
9 C -0.579 -1.941 -2.419
10 C 0.412 -0.758 -1.938
11 Nb -0.494 1.299 -2.095
12 O -1.413 3.166 -2.334
13 C 1.258 1.976 -3.432
14 C 0.988 3.373 -4.142
15 C 1.325 4.630 -3.247
16 C 0.645 2.170 -0.334
17 C 1.374 1.161 0.627
18 C 2.887 0.866 0.204
19 C 3.581 0.220 1.478
20 N 4.492 1.135 2.207
21 C 4.190 2.247 2.986
22 C 5.460 2.770 3.521
23 C 6.578 1.826 2.969
24 C 5.869 0.831 2.150
25 C -2.335 0.724 -0.801
26 C -1.953 0.232 0.599
27 O -2.047 0.854 1.619
28 F -1.429 -1.090 0.676
29 B -1.563 0.643 -4.048
30 N -0.988 0.675 -5.436
31 O -2.905 0.185 -3.948
32 H -5.809 -0.941 4.568
33 H -4.608 0.465 4.723
34 H -4.355 -1.071 5.707
35 H -2.748 -0.867 3.767
36 H -4.099 -0.711 2.579
37 H -4.721 -3.111 2.812
38 H -3.996 -3.262 4.463
39 H -2.087 -4.201 3.518
40 H -1.752 -2.602 2.753
41 H -3.570 -3.504 0.852
42 H -3.258 -5.105 1.638
43 H -1.274 -5.447 0.591
44 H -0.601 -3.822 1.059
45 H -1.901 -4.895 -1.528
46 H -2.514 -3.265 -1.059
47 H 0.422 -3.164 -0.783
48 H 0.164 -4.094 -2.312
49 H -0.405 -2.122 -3.521
50 H -1.654 -1.699 -2.196
51 H 1.280 -0.794 -2.673
52 H 0.789 -1.075 -0.929
53 H -1.709 3.379 -1.424
54 H 2.221 2.062 -2.839
55 H 1.392 1.203 -4.240
56 H 1.683 3.417 -5.039
57 H -0.062 3.464 -4.528
58 H 0.473 4.980 -2.606
59 H 1.627 5.514 -3.882
60 H 2.235 4.359 -2.630
61 H 1.404 2.927 -0.707
62 H -0.101 2.753 0.297
63 H 0.827 0.208 0.849
64 H 1.474 1.692 1.637
65 H 3.417 1.817 -0.087
66 H 2.887 0.083 -0.598
67 H 4.164 -0.691 1.176
68 H 2.777 -0.124 2.183
69 H 3.154 2.633 3.158
70 H 5.562 3.666 4.219
71 H 7.701 1.878 3.167
72 H 6.348 -0.022 1.605
73 H -2.949 -0.078 -1.299
74 H -2.994 1.626 -0.692
75 H -0.766 1.655 -5.639
76 H -0.154 0.086 -5.450
77 H -3.376 0.355 -4.787
78 Ba 7.172 3.028 5.413

Here are the Mulliken charges for atoms 1 to 8, given in e:
1 C -1.31
2 C 0.04
3 C -0.69
4 C -0.47
5 C -0.93
6 C -0.81
7 C -0.86
8 C -0.85

(2)
The following is a quantum chemistry calculation of a 9-piece molecular cluster, C23H46BCl16FN2O4 overall in a non-equilibrium geometry, from OMol25.

## Properties
LUMO level: 0.382 eV
M: 1011.689 g/mol
Calculated total energy: -239522.951 eV
HOMO-LUMO gap: 8.86 eV
Relative energy (zero: lowest compared OMol25 entry of this formula, charge and spin): 68.1 kJ/mol

Geometry (Å):
1 C -2.485 1.026 1.149
2 N -1.087 1.073 1.582
3 C -0.218 1.731 0.587
4 B -0.607 -0.196 2.083
5 O -0.827 -0.466 3.431
6 C 0.119 -1.373 1.215
7 C -0.836 -1.780 0.108
8 C -0.477 -3.068 -0.650
9 N -1.666 -3.607 -1.350
10 O 0.361 -2.418 2.210
11 C 1.577 -2.180 2.743
12 O 2.097 -2.837 3.611
13 O 2.110 -1.042 2.139
14 C 1.569 -1.158 0.841
15 F 2.108 -2.358 0.401
16 H -3.119 0.775 1.997
17 H -2.788 2.024 0.844
18 H -2.684 0.341 0.322
19 H 0.022 1.143 -0.313
20 H 0.695 2.048 1.106
21 H -0.692 2.653 0.259
22 H -1.538 -1.105 3.538
23 H -0.956 -0.940 -0.570
24 H -1.814 -1.941 0.567
25 H -0.142 -3.798 0.079
26 H 0.271 -2.890 -1.410
27 H -2.287 -3.954 -0.627
28 H -2.127 -2.806 -1.766
29 H 1.813 -0.382 0.136
30 Cl 0.466 -5.275 -2.821
31 C 0.562 -4.896 -4.557
32 C 0.998 -3.473 -4.802
33 Cl -0.235 -2.282 -4.312
34 H -0.410 -5.101 -5.000
35 H 1.291 -5.576 -4.995
36 H 1.176 -3.320 -5.866
37 H 1.914 -3.245 -4.262
38 Cl 2.812 2.040 0.869
39 C 4.258 1.598 1.820
40 C 5.227 2.745 1.950
41 Cl 6.007 3.145 0.396
42 H 4.720 0.736 1.346
43 H 3.904 1.298 2.805
44 H 6.021 2.476 2.644
45 H 4.735 3.641 2.319
46 Cl -2.855 1.608 5.007
47 C -1.435 1.209 6.006
48 C -0.534 2.398 6.227
49 Cl 0.266 2.883 4.715
50 H -0.903 0.400 5.511
51 H -1.808 0.846 6.962
52 H 0.247 2.136 6.940
53 H -1.077 3.257 6.614
54 Cl 0.537 3.785 -2.374
55 C 1.414 2.730 -3.509
56 C 0.680 1.441 -3.769
57 Cl 0.662 0.384 -2.329
58 H 2.406 2.549 -3.101
59 H 1.521 3.285 -4.440
60 H 1.178 0.887 -4.563
61 H -0.350 1.616 -4.068
62 Cl 3.272 -6.647 5.992
63 C 3.704 -5.623 4.596
64 C 4.971 -6.086 3.925
65 Cl 6.412 -5.820 4.941
66 H 3.788 -4.598 4.943
67 H 2.875 -5.678 3.894
68 H 5.122 -5.523 3.006
69 H 4.927 -7.144 3.678
70 Cl -2.436 -0.017 -5.920
71 C -3.163 -0.458 -7.484
72 C -2.374 -1.532 -8.186
73 Cl -0.786 -0.946 -8.746
74 H -3.238 0.444 -8.087
75 H -4.170 -0.818 -7.278
76 H -2.916 -1.870 -9.067
77 H -2.204 -2.387 -7.535
78 Cl 1.038 7.684 -4.345
79 C 1.448 8.479 -2.802
80 C 1.047 7.650 -1.610
81 Cl -0.722 7.545 -1.425
82 H 0.967 9.454 -2.789
83 H 2.527 8.627 -2.799
84 H 1.435 8.104 -0.700
85 H 1.436 6.637 -1.682
86 Cl -5.818 2.095 2.315
87 C -6.989 0.783 2.587
88 C -6.426 -0.298 3.475
89 Cl -5.127 -1.219 2.671
90 H -7.286 0.388 1.619
91 H -7.863 1.229 3.060
92 H -7.210 -1.011 3.728
93 H -6.023 0.114 4.397

Here are the Mulliken charges for atoms 1 to 8, given in e:
1 C -0.60
2 N 0.55
3 C -0.22
4 B -0.95
5 O -0.01
6 C 1.91
7 C -1.12
8 C -0.99